# 1
{"formula": "C12H29AgN2OPS", "method": "the ωB97M-V functional and the def2-TZVPD basis", "elements": ["Ag", "S", "P", "O", "N", "N", "C", "C", "C", "C", "C", "C", "C", "C", "C", "C", "C", "C", "H", "H", "H", "H", "H", "H", "H", "H", "H", "H", "H", "H", "H", "H", "H", "H", "H", "H", "H", "H", "H", "H", "H", "H", "H", "H", "H", "H", "H"], "coordinates": [[-0.05788, 0.14867, -0.11597], [-0.14024, 2.22728, -1.23102], [-1.23646, -2.34775, 1.47449], [0.03984, -1.60296, 1.11572], [0.82685, 3.68224, 0.77078], [2.42506, 2.83426, -0.62494], [1.14808, 2.94206, -0.29264], [2.99509, 2.07433, -1.74190], [-2.71075, -1.48391, 0.92020], [3.88005, 2.97306, -2.59659], [1.75572, 4.50837, 1.54330], [-1.38763, -2.55463, 3.24415], [4.42359, 6.07481, 1.93377], [2.16507, 3.53994, -4.40026], [2.12481, 5.81739, 0.84744], [-1.28213, -3.97255, 0.73003], [3.04630, 6.69182, 1.69566], [3.11006, 4.07329, -3.32597], [3.16442, 7.65173, 1.19195], [5.07874, 6.77784, 2.44765], [-0.52801, -3.11860, 3.60649], [4.37259, 5.17524, 2.55109], [2.54286, 4.66816, -2.60226], [4.39483, 2.33979, -3.32323], [1.27432, 4.72103, 2.49728], [2.64010, 3.91207, 1.77683], [1.70358, 4.36047, -4.94977], [-2.68020, -1.38169, -0.16531], [2.16854, 1.67131, -2.31975], [3.09469, 3.35162, -0.07485], [-0.42157, -4.54508, 1.07605], [-2.73778, -0.49406, 1.37690], [-3.61644, -2.02680, 1.19600], [1.20111, 6.35529, 0.62196], [2.56297, 6.90256, 2.65429], [3.83175, 4.75337, -3.78145], [2.60710, 5.60864, -0.11393], [-2.30597, -3.08193, 3.50454], [-1.22193, -3.86550, -0.35302], [3.56733, 1.23774, -1.33793], [4.90248, 5.81290, 0.98567], [2.70569, 2.92003, -5.11921], [-0.16154, 3.83661, 0.88878], [-2.20050, -4.49820, 0.99445], [4.65874, 3.41565, -1.96555], [-1.38520, -1.57003, 3.71155], [1.35780, 2.94070, -3.97328]], "forces_ev_per_angstrom": [[0.183, 0.002, 0.088], [0.104, -0.025, 0.155], [0.096, -0.024, 0.011], [-0.369, 0.059, -0.134], [0.008, 0.118, -0.095], [0.031, -0.168, -0.089], [0.007, 0.150, -0.073], [-0.022, 0.077, -0.005], [-0.015, -0.035, 0.035], [-0.052, 0.039, 0.004], [-0.034, -0.009, -0.059], [0.054, 0.002, 0.014], [-0.047, 0.026, -0.009], [0.015, 0.017, 0.034], [0.005, -0.016, 0.002], [0.034, -0.023, 0.001], [0.046, -0.079, 0.009], [-0.026, -0.058, -0.036], [-0.008, 0.018, 0.008], [-0.005, -0.026, -0.009], [-0.016, 0.006, 0.028], [0.011, 0.018, -0.019], [0.020, 0.023, -0.002], [0.014, 0.006, 0.012], [-0.013, -0.024, 0.013], [-0.006, -0.010, 0.050], [-0.001, -0.020, 0.005], [-0.028, 0.022, -0.017], [-0.012, -0.017, 0.014], [0.008, 0.010, 0.029], [-0.012, -0.018, -0.018], [-0.030, 0.023, -0.017], [0.038, 0.003, 0.002], [0.006, 0.003, -0.008], [0.010, 0.020, -0.013], [-0.003, 0.011, 0.002], [-0.028, 0.003, -0.004], [0.025, 0.010, -0.012], [-0.007, -0.036, -0.003], [0.006, -0.006, 0.033], [-0.008, 0.005, 0.026], [-0.017, 0.014, 0.012], [-0.014, -0.058, 0.034], [0.026, 0.005, -0.008], [0.009, -0.032, -0.009], [-0.012, -0.019, 0.037], [0.027, 0.014, -0.017]], "total_energy_ha": -1545.7901, "max_force_ha_per_bohr": 0.0077, "charge": 1, "homo_lumo_gap_ev": 9.5}

=====

# 2
{"formula": "C3H3O2S", "method": "the ωB97M-V functional and the def2-TZVPD basis", "elements": ["S", "O", "O", "C", "C", "C", "H", "H", "H"], "coordinates": [[-1.71989, -0.49275, 0.02634], [2.26095, -0.06478, 0.07498], [0.53908, 1.34197, -0.04213], [-2.04543, 1.11363, 0.19669], [0.97574, 0.22211, 0.02874], [-0.09507, -0.85495, 0.21657], [0.24113, -1.95364, 0.21137], [2.52274, -0.96180, -0.22013], [-2.67926, 1.65021, -0.49243]], "forces_ev_per_angstrom": [[0.447, -0.083, -0.030], [-0.039, -0.410, -0.404], [0.085, 0.484, -0.089], [1.585, -0.895, 0.081], [-1.583, -0.050, 0.435], [1.379, -1.373, -0.539], [-1.138, 1.611, 0.262], [-0.342, 0.418, 0.364], [-0.394, 0.298, -0.081]], "total_energy_ha": -664.3088, "max_force_ha_per_bohr": 0.0393, "charge": 1, "homo_lumo_gap_ev": [7.9, 7.4], "e_above_lowest_kj_mol": 375.9}

=====

# 3
{"formula": "C32H39MnN9O5S2", "method": "the ωB97M-V functional and the def2-TZVPD basis", "elements": ["Mn", "S", "S", "O", "O", "O", "O", "O", "N", "N", "N", "N", "N", "N", "N", "N", "N", "C", "C", "C", "C", "C", "C", "C", "C", "C", "C", "C", "C", "C", "C", "C", "C", "C", "C", "C", "C", "C", "C", "C", "C", "C", "C", "C", "C", "C", "C", "C", "C", "H", "H", "H", "H", "H", "H", "H", "H", "H", "H", "H", "H", "H", "H", "H", "H", "H", "H", "H", "H", "H", "H", "H", "H", "H", "H", "H", "H", "H", "H", "H", "H", "H", "H", "H", "H", "H", "H", "H"], "coordinates": [[-0.86732, -1.03423, 0.80130], [-2.37064, -1.05202, 4.84157], [-0.08807, -1.75130, 6.70223], [-2.09074, -2.89952, 0.17533], [-2.42584, -2.97980, 6.51878], [2.27120, 5.80766, -1.69689], [-2.34348, -0.20094, 1.56577], [0.71009, -1.72906, -0.09095], [0.21199, 0.13400, 2.66130], [-3.92610, 4.33583, -1.26093], [-4.19891, -2.02280, 0.29800], [-3.24314, 5.01562, -2.14143], [2.67368, -1.98977, -1.22287], [-0.69418, -2.30083, 2.47755], [3.89166, -1.34135, -1.28518], [-1.23542, 0.21304, -0.69816], [-3.84745, -4.30322, 0.33144], [1.27318, -4.30702, -4.44458], [1.20848, -3.73056, -2.10323], [0.91911, 5.66173, -1.84632], [0.91370, -0.80074, 3.56443], [0.62241, -2.23853, 3.14277], [0.20553, 5.32700, -0.69802], [-2.13918, 2.12343, -2.51482], [3.00292, 6.16540, -2.85199], [-1.14314, 5.65301, -3.08333], [-1.86300, 5.24858, -1.96409], [5.07573, 0.50228, -0.13870], [2.70471, -2.56598, -3.59843], [-3.81967, 1.75882, 1.30530], [-2.21328, 1.14173, -0.33814], [-3.32696, -3.05116, 0.28391], [-3.57419, 3.16136, -0.69055], [-0.74624, 0.24150, -1.95719], [-4.21259, 2.83032, 0.53630], [1.88640, -1.34329, -0.32045], [2.63599, -0.26660, 0.20216], [2.19776, -2.77865, -2.32266], [-1.18613, 1.13685, -2.88416], [-1.15768, 5.12349, -0.75232], [3.86598, -0.32919, -0.38038], [2.24772, -3.34120, -4.65424], [-2.78095, 0.92495, 0.87319], [-1.63259, -1.97936, 6.07610], [0.74819, -4.48465, -3.17267], [0.23761, 5.84246, -3.03983], [5.09413, -2.13846, -1.54428], [-2.62571, 2.18039, -1.22452], [-1.98068, -3.83767, 7.57193], [0.68059, 1.03101, 2.66177], [2.93369, 5.39401, -3.62402], [-0.92137, -4.05585, 7.48374], [-0.79788, 1.08938, -3.89115], [1.98847, -0.62657, 3.50962], [1.37540, -2.59617, 2.43506], [2.64741, -3.17599, -5.64709], [-0.02706, -5.22290, -3.00329], [5.53138, -2.50590, -0.61500], [-3.21164, -5.07732, 0.34509], [0.79032, -3.86206, -1.11635], [4.83335, -2.98494, -2.16993], [0.91394, -4.90516, -5.27174], [0.74885, 5.23295, 0.23695], [-2.16210, -3.36943, 8.53881], [4.79252, 1.41841, 0.37409], [-0.93597, -3.25578, 2.24484], [2.65837, 7.11547, -3.26820], [-4.27960, 1.56515, 2.27022], [2.26513, 0.45504, 0.91158], [-1.68586, 5.78733, -4.01315], [-2.57105, -4.74806, 7.48266], [5.56372, 0.76107, -1.07806], [0.75931, 6.13149, -3.94356], [4.03739, 6.26859, -2.53943], [-1.69770, 4.88383, 0.15409], [-1.40839, -1.94386, 3.14412], [0.00327, -0.49956, -2.20895], [5.79671, -0.03079, 0.48460], [-4.82022, -4.47031, 0.50733], [-2.49790, 2.81750, -3.25906], [0.59782, -0.65713, 4.59690], [-3.80951, -1.12781, 0.56863], [-5.15073, -2.18615, 0.57611], [-4.98781, 3.50055, 0.88615], [5.82158, -1.52776, -2.07095], [-0.71833, 0.30279, 3.04805], [3.42962, -1.78078, -3.77250], [0.64939, -2.87588, 4.02396]], "forces_ev_per_angstrom": [[-0.543, 0.225, 0.673], [-0.028, -0.013, 0.242], [-0.251, -0.072, 0.169], [-0.325, 0.102, 0.016], [0.114, 0.003, 0.004], [0.088, 0.034, -0.081], [-0.193, 0.337, -0.443], [0.010, -0.234, -0.166], [0.147, -0.006, -0.293], [0.189, -0.595, -0.201], [0.053, -0.028, 0.053], [0.087, 0.270, 0.364], [0.045, -0.393, -0.226], [0.211, 0.261, -0.243], [0.304, -0.132, -0.373], [0.218, 0.077, -0.174], [-0.018, 0.032, -0.042], [0.021, 0.072, 0.005], [0.042, -0.049, 0.067], [-0.039, 0.017, -0.013], [-0.029, 0.092, -0.100], [0.082, 0.015, -0.152], [-0.062, -0.016, 0.134], [0.167, -0.053, 0.077], [-0.044, -0.006, 0.069], [0.125, -0.046, -0.187], [-0.140, -0.712, 0.015], [-0.012, -0.046, 0.013], [0.013, 0.100, -0.041], [-0.211, 0.171, 0.224], [0.474, -0.425, -0.542], [0.296, -0.013, -0.144], [0.279, 0.612, -0.128], [-0.119, -0.116, 0.397], [-0.086, -0.157, 0.161], [-0.437, 0.083, 0.366], [-0.047, 0.180, 0.242], [0.010, 0.003, 0.107], [-0.255, 0.303, -0.184], [-0.138, -0.042, 0.022], [0.069, 0.210, -0.050], [-0.017, -0.017, 0.002], [0.050, -0.525, 0.677], [0.083, -0.059, -0.060], [-0.016, -0.022, 0.016], [-0.198, 0.049, -0.162], [-0.083, 0.045, 0.088], [0.083, 0.411, -0.175], [-0.081, 0.052, -0.076], [-0.023, 0.073, -0.024], [-0.015, -0.019, -0.014], [0.074, -0.028, -0.047], [-0.008, 0.061, -0.002], [0.052, 0.048, -0.021], [-0.040, -0.008, -0.040], [-0.016, 0.000, 0.042], [0.051, 0.061, -0.003], [-0.036, -0.013, 0.039], [0.039, -0.012, -0.005], [0.041, -0.034, -0.028], [-0.039, 0.013, -0.039], [0.010, 0.011, 0.021], [-0.073, 0.016, -0.058], [0.016, 0.051, 0.020], [0.012, -0.021, 0.004], [-0.044, -0.026, -0.086], [-0.001, 0.018, 0.014], [-0.003, 0.028, -0.106], [0.069, -0.068, -0.058], [0.061, 0.001, 0.043], [-0.053, 0.061, -0.004], [-0.004, 0.019, 0.016], [-0.067, -0.024, 0.052], [0.047, -0.001, 0.025], [-0.007, -0.095, 0.009], [-0.003, -0.163, 0.105], [-0.037, -0.042, 0.052], [-0.002, 0.001, -0.004], [-0.004, -0.007, 0.014], [0.040, 0.190, 0.000], [-0.004, 0.009, -0.030], [0.070, 0.012, 0.031], [-0.021, -0.027, -0.006], [0.055, -0.009, -0.017], [0.012, 0.046, -0.021], [0.011, 0.021, 0.076], [0.005, -0.042, 0.012], [-0.051, -0.074, 0.092]], "total_energy_ha": -4059.1574, "max_force_ha_per_bohr": 0.0174, "charge": 0, "homo_lumo_gap_ev": [4.7, 5.6], "spin_multiplicity": 6, "e_above_lowest_kj_mol": 294.8}